[1]
86
Properties=species:S:1:pos:R:3 method="wB97M-V/def2-TZVPD" spin_multiplicity=4 total_charge=+1 total_energy_ha=-4338.59256 s_squared=3.757
V -16.23 5.11 -10.65
C -16.94 4.30 -15.11
C -17.39 5.29 -14.03
O -18.04 6.41 -14.71
P -18.47 4.51 -12.83
O -19.37 3.35 -13.49
O -19.44 5.76 -12.59
O -17.79 4.04 -11.54
P -15.95 5.98 -13.04
O -15.15 6.86 -14.10
O -16.63 6.78 -11.96
O -15.15 4.81 -12.34
H -17.57 4.53 -16.04
H -17.12 3.27 -14.82
H -15.87 4.48 -15.30
H -18.63 6.84 -14.10
H -20.22 3.69 -13.80
H -20.22 5.61 -12.04
H -14.35 7.34 -13.73
C -19.86 -2.30 -7.11
C -21.09 -2.01 -8.07
P -20.44 -0.52 -9.03
C -21.66 0.63 -9.53
C -21.56 1.27 -10.81
C -22.59 2.09 -11.30
C -23.72 2.32 -10.49
C -23.81 1.70 -9.24
C -22.71 1.02 -8.70
C -19.87 -1.19 -10.61
C -20.74 -1.89 -11.45
C -20.20 -2.55 -12.55
C -18.76 -2.47 -12.77
C -17.98 -1.60 -12.00
C -18.54 -0.92 -10.95
P -18.54 -1.08 -7.52
C -17.08 -2.14 -7.51
C -16.68 -2.89 -6.39
C -15.59 -3.74 -6.50
C -14.84 -3.80 -7.71
C -15.34 -3.16 -8.83
C -16.52 -2.36 -8.72
C -18.51 0.03 -6.13
C -17.35 0.25 -5.39
C -17.40 0.95 -4.16
C -18.61 1.55 -3.74
C -19.72 1.45 -4.58
C -19.73 0.62 -5.70
H -19.55 -3.36 -7.28
H -20.20 -2.06 -6.12
H -22.03 -1.76 -7.49
H -21.26 -2.83 -8.77
H -20.66 1.10 -11.48
H -22.56 2.53 -12.28
H -24.50 3.03 -10.72
H -24.69 1.78 -8.64
H -22.82 0.74 -7.66
H -21.80 -1.96 -11.27
H -20.79 -3.13 -13.21
H -18.31 -2.88 -13.67
H -16.92 -1.54 -12.26
H -17.95 -0.28 -10.30
H -17.29 -2.80 -5.48
H -15.26 -4.31 -5.63
H -13.87 -4.33 -7.74
H -14.81 -3.24 -9.78
H -16.90 -1.81 -9.59
H -16.41 -0.12 -5.81
H -16.51 1.07 -3.54
H -18.65 2.22 -2.86
H -20.54 2.16 -4.45
H -20.65 0.46 -6.32
N -12.47 4.57 -5.34
C -13.04 3.51 -6.01
O -12.53 2.40 -5.99
C -14.34 3.82 -6.76
C -14.74 2.91 -7.72
C -15.64 3.32 -8.65
N -16.21 4.56 -8.60
C -15.95 5.36 -7.51
C -15.07 4.96 -6.54
H -11.47 4.46 -5.20
H -12.84 5.50 -5.42
H -14.27 1.93 -7.87
H -15.97 2.64 -9.44
H -16.42 6.35 -7.60
H -14.94 5.61 -5.65

=====

[2]
18
Properties=species:S:1:pos:R:3 method="wB97M-V/def2-TZVPD" e_above_lowest_kcal_mol=0.0 spin_multiplicity=5 total_charge=+2 s_squared=6.015
O 0.07 2.92 0.91
C 0.40 3.04 -0.20
Rh 0.24 -1.14 -2.02
C 0.21 -2.41 -0.59
O 0.22 -3.11 0.32
C 0.02 -2.18 -3.59
O -0.11 -2.88 -4.52
C 1.80 -0.17 -1.42
O 2.75 0.34 -0.98
C -1.34 -0.18 -1.42
O -2.28 0.35 -1.02
H 0.39 2.12 -1.00
C -0.69 0.73 2.73
O 0.09 -0.04 1.79
H -1.70 0.67 2.32
H -0.36 1.78 2.76
H -0.68 0.32 3.75
H 0.97 -0.15 2.17

=====

[3]
93
Properties=species:S:1:pos:R:3 method="wB97M-V/def2-TZVPD" e_above_lowest_kcal_mol=42.2 spin_multiplicity=3 total_charge=-2 s_squared=2.044
Mo -0.37 1.91 1.97
C 0.00 -5.37 2.86
C -0.48 -3.93 2.78
C -1.80 -3.60 2.48
C -2.19 -2.29 2.33
C -1.30 -1.19 2.41
N -1.69 0.10 2.11
C -2.91 0.29 1.42
C -3.25 -0.49 0.31
C -4.42 -0.28 -0.40
C -5.32 0.71 -0.02
C -6.61 0.94 -0.78
C -4.95 1.53 1.03
C -3.76 1.36 1.74
C -3.30 2.37 2.80
O -1.93 2.65 2.69
C -3.62 1.82 4.24
F -3.19 0.57 4.41
F -3.06 2.57 5.20
F -4.95 1.81 4.44
C -3.94 3.79 2.64
F -3.42 4.63 3.54
F -5.27 3.82 2.82
F -3.68 4.27 1.44
C 0.01 -1.53 2.87
C 0.38 -2.87 3.01
C 1.00 -0.43 3.21
O 0.98 0.62 2.31
C 0.65 0.12 4.66
F 1.59 0.95 5.14
F -0.49 0.81 4.61
F 0.50 -0.87 5.54
C 2.51 -0.87 3.28
F 2.85 -1.58 2.20
F 2.78 -1.61 4.37
F 3.31 0.19 3.31
H -0.84 -6.06 2.78
H 0.70 -5.60 2.05
H 0.51 -5.58 3.81
H -2.53 -4.39 2.37
H -3.23 -2.08 2.11
H -2.54 -1.24 -0.02
H -4.63 -0.89 -1.28
H -6.88 0.07 -1.38
H -7.44 1.15 -0.09
H -6.51 1.80 -1.45
H -5.62 2.34 1.30
H 1.38 -3.11 3.34
Se -2.93 4.40 -2.24
Sb -0.79 4.45 -1.00
Se 1.02 3.81 2.01
Se -0.73 1.93 -0.36
Se 1.10 4.95 -2.46
C 1.84 -2.12 -4.79
C 0.38 -1.85 -5.16
C -0.50 -1.41 -3.98
C -0.25 0.00 -3.48
N 1.08 0.23 -2.90
C 1.45 -0.17 -1.65
Se 0.71 -1.49 -0.61
N 2.57 0.54 -1.35
C 3.20 0.57 -0.02
C 4.61 0.00 0.02
C 4.71 -1.51 -0.18
C 4.49 -1.97 -1.63
C 2.93 1.37 -2.41
C 3.99 2.25 -2.57
C 4.09 2.90 -3.80
C 3.15 2.68 -4.81
C 2.07 1.82 -4.62
C 1.99 1.18 -3.39
H 2.36 -2.65 -5.60
H 1.91 -2.74 -3.89
H 2.39 -1.20 -4.60
H -0.05 -2.77 -5.57
H 0.33 -1.10 -5.95
H -0.38 -2.11 -3.15
H -1.56 -1.45 -4.28
H -0.99 0.28 -2.73
H -0.35 0.71 -4.31
H 2.54 0.00 0.63
H 3.18 1.60 0.32
H 5.01 0.26 1.01
H 5.24 0.50 -0.72
H 3.99 -2.01 0.47
H 5.71 -1.82 0.14
H 3.45 -1.85 -1.93
H 4.74 -3.03 -1.74
H 5.12 -1.40 -2.32
H 4.68 2.46 -1.77
H 4.89 3.61 -3.97
H 3.25 3.20 -5.76
H 1.32 1.68 -5.39

=====

[4]
46
Properties=species:S:1:pos:R:3 method="wB97M-V/def2-TZVPD" e_above_lowest_kcal_mol=296.9
Al 0.47 0.50 0.36
Cl 6.40 -3.29 1.81
C 4.98 -2.49 1.20
C 4.79 -2.41 -0.18
C 3.68 -1.78 -0.70
Cl 3.45 -1.70 -2.40
C 2.71 -1.19 0.15
O 1.68 -0.60 -0.36
C 2.93 -1.31 1.54
C 1.93 -0.83 2.44
O 0.88 -0.26 2.12
C 4.06 -1.96 2.06
H 5.52 -2.84 -0.85
H 2.10 -1.00 3.51
H 4.20 -2.03 3.13
Cl 0.17 1.26 -2.11
C -0.07 2.98 -1.55
Cl -2.84 6.14 0.88
Cl -2.70 2.59 -0.94
C 0.88 3.10 -0.31
O 1.28 4.24 -0.29
O 1.32 2.12 0.40
N -1.29 -1.89 -0.18
C -2.40 -1.58 -0.45
C -0.54 -3.08 0.11
C 0.45 -3.50 -0.76
C 1.16 -4.65 -0.46
C 0.88 -5.37 0.70
C -0.13 -4.94 1.55
C -0.85 -3.79 1.26
C -3.81 3.90 -1.91
C -3.86 3.98 -0.61
C -4.29 5.12 0.15
C -5.00 5.89 -0.93
C -4.94 5.68 -2.27
C -4.24 4.60 -2.97
H 0.66 -2.93 -1.65
H 1.94 -4.99 -1.13
H 1.44 -6.26 0.93
H -0.36 -5.50 2.45
H -1.63 -3.43 1.92
H -0.95 0.99 0.81
H -4.86 4.94 1.06
H -5.54 6.76 -0.57
H -5.46 6.37 -2.92
H -4.20 4.43 -4.02